Here is C23H41N3OReSi3Te as an isolated structure from OMol25. Energies are from ωB97M-V/def2-TZVPD.

Geometry as XYZ:
```
73
Properties=species:S:1:pos:R:3:forces:R:3
Re -0.005 -1.583 0.070 0.0 0.6 0.1
O -1.008 -0.871 3.766 0.2 -0.1 0.2
C -1.042 -1.291 2.650 -0.1 -0.2 -0.3
N 0.098 -1.753 1.918 -0.1 0.3 0.4
C 1.395 -1.788 2.598 0.0 -0.1 0.1
C 2.488 -1.707 1.572 -0.1 0.0 -0.1
C 3.826 -1.716 1.925 0.0 0.0 0.0
C 4.782 -1.638 0.930 0.1 0.0 0.0
C 4.382 -1.556 -0.402 0.0 0.0 0.0
C 3.039 -1.548 -0.686 -0.1 0.0 0.1
N 2.098 -1.624 0.281 0.0 0.1 -0.2
C -2.289 -1.320 1.806 0.2 -0.1 -0.1
C -3.531 -1.181 2.372 -0.1 0.0 0.0
C -4.644 -1.274 1.541 0.0 0.0 0.1
C -4.460 -1.503 0.188 0.0 0.0 0.0
C -3.173 -1.609 -0.311 0.1 0.0 0.0
N -2.099 -1.512 0.480 -0.1 -0.1 0.0
H 1.492 -2.716 3.167 0.0 0.0 0.0
H 1.460 -0.967 3.317 0.0 0.0 0.0
H 4.105 -1.787 2.968 0.0 0.0 0.0
H 5.833 -1.640 1.185 0.0 0.0 0.0
H 5.101 -1.501 -1.206 0.0 0.0 0.0
H 2.672 -1.482 -1.701 0.0 0.0 0.0
H -3.612 -1.016 3.438 0.0 0.0 0.0
H -5.641 -1.172 1.950 0.0 0.0 0.0
H -5.299 -1.594 -0.487 0.0 0.0 0.0
H -2.985 -1.768 -1.364 0.0 0.0 0.0
C -3.073 1.138 -2.760 -0.1 -0.2 0.0
Si -2.168 2.736 -2.455 0.0 -0.1 0.1
C -2.912 3.654 -1.030 -0.1 0.1 0.2
C -2.047 3.782 -3.967 0.0 0.1 -0.2
C -0.389 2.231 -2.005 0.2 -0.1 -0.1
Te -0.153 1.289 -0.111 0.0 -0.5 -0.2
C 1.878 1.847 0.188 0.1 -0.2 -0.1
Si 2.036 3.355 1.331 0.0 0.0 0.0
C 1.454 2.799 3.003 -0.1 0.0 0.2
C 0.961 4.702 0.649 -0.1 0.1 -0.1
C 3.825 3.810 1.335 0.2 0.1 0.0
H -4.155 1.265 -2.688 0.0 0.0 0.0
H -2.776 0.385 -2.020 -0.1 0.1 0.0
H -2.849 0.739 -3.752 0.0 0.0 0.0
H -3.957 3.890 -1.248 0.0 0.0 0.0
H -2.397 4.602 -0.855 0.0 0.0 0.0
H -2.896 3.084 -0.097 0.0 0.0 0.0
H -3.042 4.087 -4.300 0.0 0.0 0.0
H -1.573 3.244 -4.791 0.0 0.0 0.0
H -1.472 4.690 -3.773 0.0 0.0 0.0
H 0.264 3.104 -1.927 0.0 0.0 0.0
H 0.032 1.551 -2.747 0.0 0.1 0.0
H 2.285 2.021 -0.810 0.0 0.0 0.0
H 2.405 0.997 0.628 -0.1 0.0 0.0
H 0.519 2.230 2.963 0.0 0.0 0.0
H 1.267 3.663 3.646 0.0 0.0 0.0
H 2.209 2.187 3.503 0.0 0.0 0.0
H -0.087 4.394 0.574 0.0 0.0 0.0
H 1.298 5.032 -0.337 0.0 0.0 0.0
H 0.986 5.572 1.309 0.0 0.0 0.0
H 4.439 2.995 1.728 0.0 0.0 0.0
H 4.004 4.686 1.963 0.0 0.0 0.0
H 4.176 4.051 0.329 0.0 0.0 0.0
C -1.780 -4.704 -0.587 -0.2 -0.1 0.1
Si -0.090 -3.981 -0.802 0.0 0.3 -0.1
C 1.178 -4.943 0.141 0.2 -0.1 0.1
C 0.358 -3.754 -2.594 0.1 0.1 -0.2
H -1.733 -5.780 -0.781 0.0 0.0 0.0
H -2.502 -4.278 -1.285 0.0 0.0 0.0
H -2.153 -4.572 0.431 0.0 0.0 0.0
H 1.295 -5.918 -0.343 0.0 0.0 0.1
H 0.849 -5.124 1.167 0.0 0.0 0.0
H 2.159 -4.466 0.160 0.0 0.0 0.0
H 0.139 -4.672 -3.148 0.0 0.0 0.1
H 1.422 -3.545 -2.721 0.0 0.0 0.0
H -0.214 -2.957 -3.080 0.0 0.0 0.0
```
Positions in Å, forces in eV/Å.

Calculated values
* multiplicity: 2
* ⟨S²⟩: 0.764
* frontier orbital gap (alpha / beta): 7.19 / 6.99 eV
* highest occupied orbital energy (alpha / beta): -0.5280 / -0.5232 Eh
* ΔE to the lowest compared entry with this formula, charge and spin: 0.00 kJ/mol
* total charge: +2

Here is a 4-piece molecular cluster, C23H41NO11PS2 overall at a distorted geometry from OMol25. Energies are from ωB97M-V/def2-TZVPD.

Geometry as XYZ:
```
79
Properties=species:S:1:pos:R:3:forces:R:3
C 7.294 1.051 0.654 0.3 0.1 0.2
C 6.327 2.045 0.003 0.0 0.7 0.0
N 5.207 1.477 -0.767 -0.2 -0.7 -0.2
C 5.483 1.065 -2.157 0.1 -0.1 -0.1
C 6.394 -0.138 -2.402 0.2 -0.1 -0.4
C 4.316 0.702 -0.028 0.5 0.3 0.2
S 4.294 -0.910 0.172 -0.2 0.0 -0.3
S 3.145 1.686 0.905 0.1 -0.1 0.2
C 2.240 2.434 -0.473 -0.1 0.3 -0.1
C 0.887 2.895 0.096 0.0 0.0 -0.1
C 0.059 1.731 0.718 0.1 0.1 0.4
P -1.434 1.252 -0.165 -0.1 0.2 0.0
C -2.884 1.461 0.878 -0.2 0.0 0.1
C -3.339 0.205 1.661 2.3 2.1 -2.6
C -4.596 -0.404 1.060 2.5 -1.1 1.9
O -5.196 0.091 0.203 -2.1 1.7 -2.9
O -4.910 -1.587 1.619 -0.5 -1.5 -0.6
H 6.800 0.122 0.964 0.1 0.2 -0.1
H 7.719 1.514 1.556 -0.1 -0.1 -0.2
H 8.144 0.816 -0.003 -0.4 -0.1 0.2
H 5.903 2.714 0.769 0.0 -0.3 -0.2
H 6.878 2.695 -0.694 -0.2 -0.2 0.2
H 4.518 0.889 -2.650 0.3 0.1 0.2
H 5.922 1.944 -2.654 -0.1 -0.1 0.2
H 5.916 -1.086 -2.125 0.2 0.3 0.1
H 6.589 -0.183 -3.485 -0.1 0.0 0.3
H 7.372 -0.042 -1.909 -0.4 -0.1 -0.1
H 2.793 3.288 -0.877 -0.2 -0.2 0.1
H 2.118 1.695 -1.278 0.0 0.1 0.2
H 1.065 3.630 0.895 0.0 -0.2 -0.3
H 0.316 3.420 -0.688 0.2 -0.2 0.2
H -0.312 2.032 1.711 0.2 -0.2 -0.2
H 0.676 0.834 0.884 -0.1 0.3 -0.1
H -1.361 -0.059 -0.639 0.0 0.0 -0.1
H -1.580 2.092 -1.266 0.1 -0.1 -0.2
H -3.710 1.820 0.249 0.2 -0.1 0.1
H -2.607 2.270 1.574 -0.1 -0.2 -0.2
H -3.590 0.496 2.695 2.4 0.5 -1.8
H -2.564 -0.570 1.751 -0.1 3.1 0.1
H -5.687 -1.532 2.196 0.1 -0.1 -0.5
C 2.406 -3.007 -2.181 0.2 -0.1 0.0
C 2.304 -2.254 -3.479 -0.1 -0.3 0.0
C 2.879 -2.935 -4.709 -0.1 0.1 0.0
O 3.250 -1.799 -5.521 0.2 -0.1 0.0
C 3.500 -0.772 -4.690 -0.1 0.6 0.3
O 3.958 0.293 -4.968 0.1 -0.2 -0.5
O 3.113 -1.068 -3.433 -0.1 0.0 0.2
H 1.733 -3.863 -2.185 0.0 0.0 0.0
H 3.428 -3.356 -2.020 0.0 0.0 0.0
H 2.143 -2.354 -1.348 -0.1 0.0 0.0
H 1.276 -1.944 -3.664 0.0 0.0 0.0
H 2.168 -3.555 -5.247 0.0 0.1 -0.1
H 3.778 -3.511 -4.480 0.0 0.0 0.0
C -2.308 -2.595 1.714 0.5 -0.9 0.2
C -2.293 -3.188 0.335 -0.1 -0.2 0.2
C -1.584 -4.512 0.125 0.0 0.0 0.0
O -1.192 -4.417 -1.261 0.1 0.0 0.1
C -1.064 -3.117 -1.562 0.3 0.2 -0.6
O -0.590 -2.672 -2.565 -0.2 -0.2 0.2
O -1.540 -2.342 -0.567 -0.2 0.2 0.2
H -2.960 -3.175 2.366 0.0 0.0 0.0
H -1.309 -2.562 2.152 0.1 -0.1 -0.1
H -2.694 -1.577 1.679 0.2 -3.6 -0.1
H -3.309 -3.249 -0.060 -0.1 0.0 0.0
H -2.214 -5.384 0.267 0.0 0.0 -0.1
H -0.682 -4.600 0.734 0.0 0.0 0.0
C -6.960 3.768 4.280 0.1 -0.1 0.2
C -6.524 2.725 3.289 -0.3 0.2 -0.3
C -7.516 1.616 2.995 -0.2 0.2 0.0
O -6.648 0.528 2.634 0.6 -0.3 0.3
C -5.461 0.719 3.268 -2.4 1.1 1.5
O -4.597 -0.097 3.344 -3.7 -0.5 5.3
O -5.410 1.958 3.795 0.6 -0.5 -0.3
H -7.749 4.385 3.850 0.0 0.0 0.0
H -7.332 3.300 5.193 0.0 0.0 0.0
H -6.124 4.411 4.549 0.0 0.0 -0.1
H -6.197 3.193 2.355 0.0 -0.1 0.1
H -8.199 1.832 2.179 0.1 -0.1 -0.1
H -8.080 1.326 3.882 0.0 0.0 0.0
```
Positions in Å, forces in eV/Å.

Calculated values
* frontier orbital gap: 7.90 eV
* highest occupied orbital energy: -0.3755 Eh
* total charge: +1